Molecular formula: CH3NS2
Method: DFT, ωB97M-V/def2-TZVPD

Output
**SMILES string**: N=C=S.S
**Gap between HOMO and LUMO**: 10.047 eV
**HOMO energy**: -9.66 eV
**Relative energy (zero: lowest compared OMol25 entry of this formula, charge and spin)**: 17.8 kcal per mole

Each atom is followed by the atoms it is bonded to, with distances in Å.
Element x y z (Å)
1 H 1.1706 1.5546 -0.0607  N6 1.052
2 H -2.9253 0.3043 0.6958  S3 1.372
3 S -2.2043 -0.1168 -0.3933  H2 1.372, H7 1.339
4 C 1.7167 -0.2841 -0.1894  S5 1.566, N6 1.182
5 S 1.8992 -1.8363 -0.0939  C4 1.566
6 N 1.7367 0.8332 -0.5758  H1 1.052, C4 1.182
7 H -1.3935 -0.4549 0.6173  S3 1.339